# 1
{"formula": "C5H5Cl2GdNO4Yb", "method": "ωB97M-V with the def2-TZVPD basis set", "e_lumo_ha": [-0.566, -0.663], "charge": 4, "gap_ev": [8.88, 6.25], "spin_multiplicity": 9, "symbols": ["Gd", "Yb", "Cl", "Cl", "C", "C", "C", "O", "O", "O", "C", "C", "N", "O", "H", "H", "H", "H", "H"], "positions_angstrom": [[-2.4319, 4.1016, 0.0803], [-0.8539, -0.5790, 0.5687], [0.0069, 3.7343, 0.4498], [-2.4033, 1.0767, -0.5606], [-1.9176, -2.7837, 0.2188], [-2.0879, 4.1871, 2.4673], [-4.1417, 2.9146, 1.2945], [-2.4725, -3.7588, -0.0869], [-1.7332, 3.7887, 3.5437], [-4.7949, 2.2183, 1.9584], [2.8709, -1.0845, -2.0046], [2.0272, -1.5481, -0.8448], [2.4529, -2.5938, -0.1156], [0.9135, -0.9927, -0.5396], [3.7898, -1.6852, -2.1263], [3.1616, -0.0292, -1.8680], [2.2827, -1.1541, -2.9314], [1.9762, -2.7658, 0.7899], [3.3552, -3.0464, -0.2937]], "atomic_forces_ev_per_a": [[1.76, 1.07, -2.53], [1.43, 0.25, -1.79], [-0.80, -0.01, -0.15], [0.57, -0.26, 0.64], [-3.43, -5.75, -1.86], [3.04, -2.91, 9.68], [-4.86, -4.67, 4.37], [3.13, 5.34, 1.76], [-2.75, 3.19, -8.00], [3.23, 3.65, -3.42], [-0.21, -0.12, 0.04], [2.93, -2.30, -0.11], [-1.13, 1.88, 0.05], [-2.62, 0.84, 1.84], [-0.52, 0.23, 0.18], [-0.19, -0.31, 0.04], [0.09, 0.07, 0.20], [0.73, -0.36, -0.99], [-0.37, 0.16, 0.06]]}

# 2
{"formula": "C5H5ClF2", "method": "ωB97M-V with the def2-TZVPD basis set", "e_lumo_ha": 0.030, "gap_ev": 10.43, "e_above_lowest_kcal_mol": 56.6, "symbols": ["C", "C", "Cl", "C", "F", "C", "C", "F", "H", "H", "H", "H", "H"], "positions_angstrom": [[0.1337, -2.1070, -0.2385], [-0.6479, -1.0544, -0.1776], [-1.9268, -1.0523, -1.4253], [-0.5770, 0.1794, 0.7089], [0.4329, 0.0433, 1.6089], [-0.1454, 1.1817, -0.1821], [1.0738, 1.7823, -0.1084], [2.1012, 1.4893, 0.6407], [0.1212, -2.8361, -1.0976], [0.9035, -2.1567, 0.7061], [-1.6239, 0.3312, 1.1014], [-1.0499, 1.6061, -0.6519], [1.2047, 2.5932, -0.8848]], "atomic_forces_ev_per_a": [[2.56, -0.52, 2.30], [-0.92, -1.20, -0.98], [0.17, 0.67, 0.50], [-1.15, -2.69, 0.04], [-0.49, -1.05, 1.62], [0.84, 3.69, -0.11], [-3.07, 1.06, -3.10], [0.60, -0.15, 0.20], [-0.02, 0.77, 1.47], [-1.67, -0.22, -2.83], [1.25, 0.11, 0.39], [1.38, 0.31, -0.79], [0.53, -0.76, 1.28]]}

# 3
{"formula": "C5H5ClFN3OS", "method": "ωB97M-V with the def2-TZVPD basis set", "e_lumo_ha": [-0.002, -0.034], "gap_ev": [8.13, 7.46], "symbols": ["C", "C", "C", "C", "C", "N", "N", "N", "O", "F", "S", "Cl", "H", "H", "H", "H", "H"], "positions_angstrom": [[2.4425, -0.7041, 1.0491], [1.3680, 0.1348, 0.7692], [-1.1984, 0.8653, 0.6933], [-0.1662, -1.5463, -0.9025], [-0.0437, -0.0853, 1.0692], [1.7284, 1.2588, 0.1050], [2.9312, 1.3683, -0.1319], [-0.7611, 2.1483, 0.5859], [-2.3718, 0.5178, 0.6251], [1.0333, -1.9897, -1.0126], [3.7902, 0.0152, 0.3853], [-0.3003, -1.3222, 2.3208], [2.2909, -1.7752, 1.2527], [-1.0132, -1.9445, -0.5003], [-0.1013, -0.6308, -1.4431], [0.1854, 2.4087, 0.3501], [-1.5114, 2.7291, 0.5492]], "atomic_forces_ev_per_a": [[-1.39, -0.67, -0.72], [-0.77, -0.44, 1.11], [0.84, -0.79, 1.00], [1.15, 5.02, -0.27], [-0.07, -2.04, -1.41], [-1.93, 0.43, 0.44], [2.92, 0.09, -0.76], [0.83, -2.07, 0.13], [1.26, 0.22, 0.13], [1.73, -2.72, 0.64], [0.55, 0.26, -0.03], [-0.25, 0.87, -0.65], [0.51, 0.85, 0.42], [-1.69, -2.00, 0.97], [-1.48, 0.59, -0.61], [-0.07, -0.13, 0.11], [-2.14, 2.53, -0.52]]}

# 4
{"formula": "C5H5ClN2OS", "method": "ωB97M-V with the def2-TZVPD basis set", "e_lumo_ha": 0.015, "gap_ev": 7.46, "e_above_lowest_kcal_mol": 40.6, "symbols": ["Cl", "C", "C", "N", "C", "C", "S", "H", "H", "H", "H", "N", "C", "O", "H"], "positions_angstrom": [[-2.0239, 3.0776, -0.0030], [-1.6424, 1.3953, -0.0512], [-0.9483, 0.9459, 1.0010], [-0.4812, -0.3645, 1.0590], [-0.5405, -1.3153, 0.0296], [-1.1525, -0.9980, -1.1977], [-1.7789, 0.5138, -1.5876], [-0.9074, 1.6200, 1.7751], [0.3239, -0.3570, 1.6555], [0.1134, -2.2008, 0.1669], [-1.2764, -1.7510, -1.9729], [1.8145, 2.1227, -0.7425], [2.2487, 1.0432, -0.9993], [2.8466, 0.0642, -1.1641], [1.0410, 2.5165, -0.2579]], "atomic_forces_ev_per_a": [[-0.52, 0.09, -0.55], [1.41, -0.24, 0.70], [-1.92, -1.37, -3.58], [0.77, 0.26, 1.51], [-0.62, 1.14, -3.49], [2.34, -2.91, 4.05], [-1.58, 2.36, -1.14], [0.70, 0.82, 2.23], [0.32, -0.85, 0.12], [-1.04, 0.54, -0.02], [0.24, 0.18, 0.19], [0.05, 0.72, -0.43], [0.13, 0.23, 1.06], [0.16, -0.86, -0.65], [-0.44, -0.12, 0.01]]}

# 5
{"formula": "C5H5ClNS", "method": "ωB97M-V with the def2-TZVPD basis set", "e_lumo_ha": -0.156, "charge": 1, "gap_ev": 8.64, "e_above_lowest_kcal_mol": 78.2, "symbols": ["N", "C", "C", "C", "C", "C", "Cl", "S", "H", "H", "H", "H", "H"], "positions_angstrom": [[1.4092, -1.0283, 0.9407], [0.4151, -0.6758, -0.1172], [0.7007, -0.2743, -1.5089], [0.1869, 0.7024, -0.7348], [-0.8698, 1.4719, -0.4084], [-1.8290, 0.7963, 0.2822], [-3.4557, 1.3572, 0.5198], [-1.5029, -0.8822, 0.5986], [1.3399, -0.2516, 1.6836], [2.2592, -1.4248, 0.4749], [1.0793, -1.9454, 1.5746], [1.3647, -0.3558, -2.4179], [-1.0976, 2.5104, -0.8872]], "atomic_forces_ev_per_a": [[-1.93, -2.52, 2.74], [-3.19, 1.05, -1.27], [1.75, 1.40, 0.93], [2.47, -3.90, -1.24], [-2.81, 4.71, 0.03], [-0.19, -0.08, -0.46], [1.11, -0.36, -0.08], [1.77, -0.67, -0.15], [1.48, -1.16, -1.34], [-0.08, 1.47, 0.90], [0.54, 2.78, -2.16], [-1.41, -0.68, 1.00], [0.49, -2.04, 1.11]]}

# 6
{"formula": "C5H5ClO3", "method": "ωB97M-V with the def2-TZVPD basis set", "e_lumo_ha": 0.000, "gap_ev": 10.29, "e_above_lowest_kcal_mol": 0.0, "symbols": ["C", "C", "Cl", "C", "O", "C", "O", "C", "O", "H", "H", "H", "H", "H"], "positions_angstrom": [[0.7950, 1.1422, -0.4903], [0.2201, -0.1798, -0.8250], [0.9232, -1.2969, -2.0812], [0.1197, -1.0960, 0.5215], [1.0820, -1.5774, 1.0839], [-1.3155, -1.4159, 0.7475], [-2.0414, -0.6344, -0.2559], [-1.2896, -0.0571, -1.2445], [-1.8629, 0.4028, -2.1836], [0.4586, 1.9078, -1.1276], [1.8381, 1.0366, -0.3761], [0.3194, 1.2783, 0.5244], [-1.5293, -2.5037, 0.5215], [-1.7198, -1.0009, 1.6960]], "atomic_forces_ev_per_a": [[-1.00, -0.90, 1.80], [-2.07, -2.24, 0.16], [0.18, 0.87, 0.45], [2.34, -0.61, -1.38], [-1.58, 1.07, -0.51], [-1.56, 0.68, -0.75], [0.21, -0.48, 0.25], [-0.39, -0.78, 0.96], [1.14, 0.26, 0.15], [-0.04, 0.97, -0.95], [1.25, 0.35, 0.14], [0.75, 0.62, -0.79], [0.28, 1.15, 0.75], [0.48, -0.97, -0.28]]}

# 7
{"formula": "C5H5CrO15", "method": "ωB97M-V with the def2-TZVPD basis set", "e_lumo_ha": [0.261, 0.261], "charge": -3, "gap_ev": [5.73, 6.78], "e_above_lowest_kcal_mol": 12.3, "spin_multiplicity": 5, "symbols": ["Cr", "O", "C", "O", "O", "H", "O", "C", "O", "O", "H", "O", "C", "O", "O", "H", "O", "C", "O", "O", "H", "O", "C", "O", "O", "H"], "positions_angstrom": [[0.3141, -0.0440, 0.0009], [0.5056, 3.2593, 2.9573], [-0.1274, 2.7688, 1.8066], [0.2499, 1.5848, 1.5264], [-0.9080, 3.4972, 1.2294], [1.0332, 2.4788, 3.1763], [1.5176, -2.5076, 3.2572], [0.7727, -2.7087, 2.0836], [0.4145, -3.8995, 1.9282], [0.5567, -1.7239, 1.3575], [1.5919, -3.4416, 3.4915], [-4.0016, -0.2126, -0.6429], [-2.8500, 0.6069, -0.6918], [-2.9708, 1.7023, -1.2182], [-1.8354, 0.0270, -0.1933], [-3.6529, -0.9162, -0.0770], [0.2862, -1.0291, -2.0560], [-0.5574, -2.1406, -2.3796], [-1.0487, -2.1195, -3.5352], [-0.6648, -3.0090, -1.5145], [0.3970, -0.6978, -2.9572], [2.7748, 2.2961, -2.1593], [1.8112, 1.7068, -1.3778], [2.2059, 0.7571, -0.6122], [0.6288, 1.9605, -1.5238], [3.5567, 1.8044, -1.8761]], "atomic_forces_ev_per_a": [[-1.10, 1.34, -0.34], [0.26, -0.08, 0.43], [-0.16, -0.92, -1.21], [0.18, -0.10, 0.27], [-0.18, 0.58, 0.30], [0.10, 0.13, 0.19], [0.27, 0.11, 0.01], [-0.89, -0.57, -1.17], [0.30, 0.36, 0.30], [0.45, 0.01, 0.71], [0.08, 0.08, 0.38], [0.24, 0.06, 0.59], [0.61, 0.37, -0.57], [-0.25, -0.30, 0.09], [0.18, -0.21, 0.31], [-0.21, -0.29, -0.26], [-0.04, -0.52, -0.49], [-0.87, -1.79, 0.16], [0.62, 0.68, -0.07], [0.21, 0.58, 0.04], [0.05, 0.84, 0.36], [0.51, 0.19, 0.21], [-1.63, -1.84, 0.36], [1.03, 0.01, 0.19], [0.13, 1.16, -0.70], [0.12, 0.12, -0.10]]}

# 8
{"formula": "C5H5F", "method": "ωB97M-V with the def2-TZVPD basis set", "e_lumo_ha": [-0.024, -0.032], "gap_ev": [8.51, 8.16], "e_above_lowest_kcal_mol": 138.0, "symbols": ["C", "C", "C", "C", "C", "F", "H", "H", "H", "H", "H"], "positions_angstrom": [[-3.1840, -0.3812, 0.0361], [-1.9722, -0.3121, 0.0875], [-0.5954, -0.2549, 0.0521], [0.4686, 0.5249, -0.1563], [1.9130, 0.1752, 0.0071], [0.2114, 1.7578, -0.4948], [-4.0696, -0.1364, -0.3858], [0.2072, -2.0910, 0.5602], [2.2360, -0.6603, -0.3978], [2.1894, 0.3132, 1.0740], [2.5956, 1.0648, -0.3824]], "atomic_forces_ev_per_a": [[3.05, 0.11, 0.42], [-0.06, 0.13, -0.31], [1.89, -2.81, 1.04], [-0.83, -2.36, 0.48], [0.43, 7.03, 2.02], [0.02, 2.04, -0.50], [-2.61, 0.17, -0.55], [-1.10, 2.41, -0.66], [1.19, -4.15, -1.69], [-0.36, -0.84, -0.34], [-1.63, -1.72, 0.10]]}

# 9
{"formula": "C5H5F", "method": "ωB97M-V with the def2-TZVPD basis set", "e_lumo_ha": 0.036, "gap_ev": 9.89, "e_above_lowest_kcal_mol": 33.8, "symbols": ["C", "C", "C", "C", "C", "F", "H", "H", "H", "H", "H"], "positions_angstrom": [[2.4293, 0.1690, -0.0221], [1.0401, -0.1191, 0.0421], [-0.1611, -0.3759, 0.1017], [-1.5987, -0.6231, 0.0559], [-2.4658, 0.3414, 0.0787], [-3.7885, 0.0915, -0.0259], [2.9955, -0.6503, -0.5018], [2.7421, 1.1170, -0.5658], [2.8523, 0.2352, 1.0076], [-1.9333, -1.5805, -0.2021], [-2.1119, 1.3948, 0.0315]], "atomic_forces_ev_per_a": [[2.58, 0.64, 0.16], [-4.01, -0.62, -0.03], [1.70, 0.60, -0.32], [2.39, -0.15, -0.19], [-0.40, 1.99, -0.33], [0.51, 0.41, 0.01], [-0.34, 0.27, 0.09], [-0.79, -1.04, 0.62], [-0.25, 0.09, -0.62], [-0.38, -1.53, 0.17], [-1.02, -0.65, 0.44]]}

> What is the formula in the ninth record?

C5H5F